[1]
Density functional theory data (wB97M-V/def2-TZVPD) for a structure of composition C26H24Cl5CsN4.

Atoms and positions in Å:
C1 1.08712 2.59550 2.20901
H1 0.03948 2.33467 2.09761
Cl1 -3.21689 -1.85514 3.10422
C2 -1.44924 1.67080 -2.49631
Cl2 -2.41559 3.51257 2.77822
C3 -3.55286 -0.14668 5.19256
Cl3 -3.13342 3.79037 5.82352
Cl4 -4.00223 -1.53653 6.13321
C4 1.81765 0.20916 2.49779
C5 -1.64706 3.06094 -2.52013
N1 1.31443 -0.29950 -1.54209
N2 -2.02442 -3.20684 -0.34905
C6 -0.07629 1.33552 -2.38533
C7 2.89346 -3.09178 -3.39599
C8 0.69215 3.62265 -2.34873
C9 2.83167 -2.01837 -0.85128
H2 4.16692 -3.58009 -0.30080
H3 -0.20923 -3.04362 -3.91253
C10 -3.24936 -3.10363 -0.95077
H4 -3.80304 -2.69467 -3.07970
H5 3.67981 2.20376 3.01116
H6 1.25304 3.50736 1.63195
H7 2.93153 -3.49474 -4.40462
C11 -1.12250 -2.47174 -3.76519
H8 -4.16337 -3.14760 -0.38101
N3 -1.75144 -2.87653 -2.52188
C12 0.97027 2.26205 -2.29673
H9 -1.81466 -2.67055 -4.58357
C13 -0.63266 4.02357 -2.45944
N4 0.28597 -0.05230 -2.36506
C14 2.11792 -1.97452 -3.15412
C15 -2.85237 2.05306 3.71001
C16 -3.52700 1.10974 5.79745
H10 -0.87890 -1.40666 -3.70430
C17 -3.16901 2.23240 5.05289
H11 4.23538 -4.57989 -2.58934
H12 -2.66664 3.45043 -2.58122
Cs1 -1.00207 0.21126 0.24851
H13 2.80566 -1.58554 0.14195
H14 3.65955 2.89534 1.38219
H15 1.37480 0.16693 3.48531
H16 -0.88391 5.08205 -2.49189
C18 -1.14957 -3.07221 -1.32465
C19 3.59520 -3.13540 -1.10960
C20 3.48964 1.98252 1.95776
C21 2.03902 -1.40486 -1.85753
H17 -0.07576 -3.05106 -1.21149
H18 1.91328 1.28556 0.69386
H19 1.23243 2.83219 3.26752
Cl5 -3.93967 1.27457 7.47409
C22 2.04045 1.49012 1.76676
H20 1.56844 -1.49032 -3.95015
C23 3.63470 -3.70128 -2.38721
H21 1.49705 4.35065 -2.30039
H22 1.98950 1.90085 -2.21464
H23 4.20879 1.23180 1.62542
C24 -2.86094 0.84030 3.06760
C25 -3.21127 -0.23350 3.84737
C26 -3.09761 -2.88665 -2.29003
H24 2.21364 -0.70650 2.07888

Values from the calculation:
Total charge: -2
Gap between HOMO and LUMO (alpha / beta): 4.9 / 4.1 eV
LUMO energy (alpha / beta): 3.92 / 3.87 eV
HOMO level (alpha / beta): -1.000 / -0.268 eV

[2]
Density functional theory data (wB97M-V/def2-TZVPD) for a structure of composition C26H24ClF5N2O3P2SbSe4V at a distorted geometry.

Atoms and positions in Å:
H1 -1.28857 -2.84553 4.75903
O1 1.05027 -0.85214 0.42803
C1 0.49625 -2.77925 -2.41490
Se1 -2.25609 1.13207 0.27766
C2 1.00185 3.67153 -1.76385
Se2 -3.67239 4.98277 0.29280
C3 2.05681 1.10880 -1.91457
C4 1.10460 -3.69628 -3.26328
C5 -4.33048 0.26774 -3.96862
O2 0.39956 0.00206 3.42596
H2 0.96871 0.04716 -4.18569
Se3 -4.22879 4.22808 4.02789
H3 1.12464 -4.74557 -3.00131
H4 -1.63101 0.22821 5.63571
H5 3.03388 4.35309 -1.88234
C6 3.87298 0.88937 1.96481
H6 -4.96232 -1.41959 -2.79582
C7 -4.15180 -0.74178 -3.03260
H7 2.14187 -3.96329 -5.11033
C8 0.65727 1.26903 -1.85543
C9 1.01747 -0.99992 -3.91976
H8 0.97895 -3.59551 3.88120
H9 -2.81104 -1.60203 -1.59457
H10 -2.91102 -0.67659 4.80088
C10 -2.93764 -0.85616 -2.37032
Sb1 -3.46329 3.16121 1.90441
C11 2.37178 3.49552 -1.87466
H11 2.48047 0.11232 -1.92649
P1 -0.93513 -0.66400 3.53524
C12 2.66107 0.67189 1.34590
F1 1.90979 1.75652 0.99500
C13 1.66920 -3.25140 -4.44466
N1 0.49991 -2.74691 3.59508
C14 4.10089 -1.45159 2.30455
C15 1.61125 -1.90650 -4.78269
H12 2.02681 -1.56407 -5.72227
P2 -0.40347 -0.19991 -1.61094
H13 1.19126 -2.00717 3.38804
H14 0.57581 4.66153 -1.66286
H15 -1.26977 1.71084 -3.82591
C16 4.61365 -0.17760 2.44230
H16 0.04287 -1.90885 5.49902
F2 4.75382 -2.50028 2.82927
C17 -3.29584 1.14655 -4.24962
C18 2.89582 2.20762 -1.94877
Cl1 -0.30126 -3.37498 -0.98406
C19 2.90733 -1.65729 1.63818
C20 -2.07098 1.01718 -3.60856
N2 -2.79713 1.37142 4.28539
H17 -0.91756 2.74941 -1.69894
C21 2.14462 -0.61755 1.08312
Se4 -1.04946 2.23401 1.68068
H18 -3.38032 1.29877 3.43335
F3 5.80004 0.02192 3.03336
C22 0.47496 -1.41560 -2.70084
C23 -0.46857 -2.15559 4.57145
H19 -3.44807 1.95853 -4.94979
H20 -3.40511 1.83947 4.96941
F4 2.42973 -2.92412 1.53978
V1 -0.11961 0.53829 0.54666
F5 4.33740 2.13042 2.10690
H21 -5.29145 0.39156 -4.45340
H22 -2.12726 2.10474 4.01106
C24 0.14800 2.57384 -1.76845
O3 -1.55399 -1.29898 2.33848
C25 -2.15476 0.10024 4.68871
H23 3.96642 2.05325 -2.01712
C26 -1.88753 0.01577 -2.66224
H24 0.00368 -2.90672 2.70635

Values from the calculation:
Total charge: -1
⟨S²⟩: 1.202
2S+1: 2
Gap between HOMO and LUMO (alpha / beta): 4.1 / 3.8 eV
LUMO energy (alpha / beta): 1.26 / 1.26 eV
HOMO level (alpha / beta): -2.874 / -2.522 eV

[3]
Density functional theory data (wB97M-V/def2-TZVPD) for a structure of composition C26H24DyN5P2Se6 at a distorted geometry.

Atoms and positions in Å:
N1 -4.93497 2.14004 -0.93939
C1 -0.04818 -1.90530 -5.20275
P1 -0.65365 -0.58280 2.10275
N2 -1.19104 0.34686 -1.83430
H1 1.32516 -2.23905 3.55767
N3 -5.18393 0.67844 -0.87659
H2 3.78850 2.68566 3.49680
C2 1.69199 1.64863 -0.39817
H3 -0.63682 -2.74339 -5.57352
H4 -5.70625 2.60901 -1.33311
P2 1.26524 -0.89517 -1.48718
H5 0.08883 -0.85955 -7.00417
C3 4.42035 1.64313 -0.73193
Se1 -2.30066 -0.19994 3.46094
C4 2.06634 0.03548 2.22257
H6 -4.01709 2.18056 -1.35257
C5 0.87742 -4.28588 2.82752
H7 1.88695 3.65579 0.37813
H8 -2.03380 -2.61747 0.74709
H9 4.37762 3.68039 -0.09399
C6 -0.87389 -4.40524 1.19585
Dy1 -4.15091 1.34334 1.35629
H10 1.60905 -4.75215 3.47530
C7 1.41257 0.24673 -4.10274
C8 0.30699 -1.89585 -3.86577
C9 0.79669 0.42188 2.41386
H11 4.12017 0.50914 2.43990
Se2 -6.68877 0.42083 2.52613
H12 -5.00455 0.28081 -1.80746
H13 0.14631 -6.11048 1.82932
C10 -0.41400 -0.27732 -0.86508
H14 5.53352 1.62831 -0.74510
C11 0.57343 1.66824 3.07836
H15 -0.10237 -2.77336 -3.28377
C12 2.29792 0.52068 -1.03312
H16 -6.09979 0.51423 -0.62006
Se3 -5.34701 3.86587 2.50606
C13 0.30324 -0.81319 -5.95583
Se4 -3.13011 3.88987 2.11390
C14 0.72028 -2.88985 2.90030
H17 4.24670 -0.40324 -1.32962
C15 3.76050 2.80285 -0.25904
H18 0.65169 1.65146 -0.33340
C16 0.11566 -5.05502 2.01582
Se5 2.01080 -2.78750 -0.98017
C17 -0.29072 -2.32441 2.07146
C18 2.42753 2.78150 -0.03095
H19 1.35697 3.41227 3.84024
H20 2.00682 1.08244 -3.56901
C19 1.63097 2.48371 3.37645
H21 2.28172 -0.82295 1.58805
C20 -1.14571 -3.08277 1.28841
C21 3.68276 0.50246 -1.06091
C22 0.98180 -0.80478 -3.30039
Se6 -5.69536 1.94050 3.90668
C23 2.93966 2.07161 3.21655
C24 -1.09573 -0.21270 0.38276
H22 -1.46896 -5.01179 0.49162
H23 1.33307 1.10603 -6.14722
C25 3.14741 0.85554 2.60205
N4 -2.25937 0.78543 -1.23637
C26 1.01406 0.26817 -5.45216
N5 -2.25434 0.48346 0.09102
H24 -0.46874 1.90977 3.30601

Values from the calculation:
Total charge: 0
⟨S²⟩: 9.341
2S+1: 6
Gap between HOMO and LUMO (alpha / beta): 7.2 / 7.2 eV
LUMO energy (alpha / beta): -0.26 / -0.24 eV
HOMO level (alpha / beta): -7.421 / -7.435 eV

[4]
Density functional theory data (wB97M-V/def2-TZVPD) for a structure of composition C26H24I2N2O3PTi.

Atoms and positions in Å:
H1 1.88434 -4.57039 -1.78410
H2 -5.12605 -0.73947 0.06625
C1 1.00671 1.74020 -2.65492
H3 4.18450 1.95337 3.40595
H4 0.56728 2.64618 -2.26192
C2 1.45186 -0.61771 -2.51652
H5 2.51495 -1.47192 -4.16823
C3 -0.60506 2.97060 0.00907
C4 -4.60666 0.19737 0.21459
H6 -6.36289 1.20292 0.96204
C5 -1.12768 1.70273 -0.13189
C6 1.23129 -1.90170 3.02769
C7 -1.38649 4.08867 0.33640
C8 2.79525 0.98892 0.46997
C9 3.77596 1.32391 1.39729
H7 0.46296 3.11970 -0.08237
C10 -2.53159 1.50288 0.06838
H8 -1.55491 -5.58884 -2.43082
H9 2.70647 0.67458 -5.38095
H10 0.05693 1.41924 2.43395
N1 1.52355 -2.03630 1.56757
C11 -3.28080 0.30310 -0.10235
C12 -1.39732 -4.69836 -1.84040
C13 -0.14882 -4.27402 -1.63906
C14 3.41989 1.68917 2.68761
N2 0.98878 -4.87750 -2.10679
H11 -2.26946 -4.20561 -1.44246
H12 2.07588 -1.22806 1.27842
C15 -2.70702 3.90578 0.60762
C16 2.20562 0.63469 -4.42285
C17 -5.31755 1.30541 0.70759
C18 1.44983 1.01460 0.83738
H13 4.81706 1.31002 1.10294
O1 -0.44857 -0.69456 4.24677
H14 3.08159 0.72300 -0.54101
H15 -5.20288 3.38014 1.15532
H16 2.07788 -2.86768 1.37965
C19 -4.67437 2.49765 0.81833
Ti1 -0.34508 -2.12584 0.51836
C20 -3.30040 2.62600 0.49786
O2 -0.83510 -1.21763 2.10149
H17 1.35305 -1.56964 -2.01345
I1 -2.56790 -1.42171 -1.06315
H18 2.01597 -1.34979 3.53983
C21 2.10215 -0.56699 -3.74234
C22 1.65099 1.78681 -3.87955
C23 -0.11917 -1.20141 3.21602
H19 1.14637 -2.89765 3.46078
C24 0.90933 0.53621 -1.95408
H20 -0.92555 5.06345 0.41458
P1 0.15964 0.40870 -0.29817
H21 1.79313 2.00602 4.05880
I2 -1.23107 -4.27145 1.71201
O3 0.16882 -3.18303 -0.88696
H22 1.71600 2.72462 -4.41481
C25 1.09776 1.38935 2.13569
C26 2.07918 1.72566 3.05382
H23 0.93228 -5.71889 -2.64849
H24 -3.33085 4.73448 0.91760

Values from the calculation:
Total charge: +1
Gap between HOMO and LUMO: 6.3 eV
LUMO energy: -4.29 eV
HOMO level: -10.626 eV

[5]
Density functional theory data (wB97M-V/def2-TZVPD) for a structure of composition C26H24IrN3O10PSTe at a distorted geometry.

Atoms and positions in Å:
N1 -2.27740 1.84523 0.84525
H1 -2.94545 -1.98237 0.72166
C1 1.15460 4.86084 -1.88850
H2 -5.35391 2.09079 -0.47037
H3 -3.57042 4.15747 2.97517
O1 -1.52324 -3.23179 -0.07738
C2 3.95803 -3.07996 -1.99439
O2 -1.16429 3.71549 3.59338
H4 -0.10906 -5.73645 2.36678
C3 -4.61633 3.22209 1.25839
H5 -4.38161 -1.90705 -1.09142
C4 4.86785 -0.99621 -2.74705
H6 4.51768 0.65591 -1.54743
C5 3.46907 -2.49037 -0.83287
H7 -1.44072 -6.04448 3.34157
Ir1 -0.31446 0.66072 0.51649
C6 4.19017 3.91278 0.13217
O3 -1.50377 -4.28407 2.24685
H8 -3.82798 -3.47472 -1.73330
H9 -1.31892 2.63417 -1.73205
C7 -1.18626 -5.72319 2.36785
C8 -2.89042 -2.83430 0.09572
C9 -2.38930 2.70495 1.87578
H10 -2.80377 -6.58127 1.13135
O4 -4.02363 0.47972 -1.81262
H11 -0.77296 4.74529 -2.85569
H12 3.84814 -4.14938 -2.19274
C10 4.69540 -2.37380 -2.94697
C11 3.76781 2.62921 0.61702
C12 -3.06214 0.62191 -1.06758
C13 2.10870 4.18958 -1.01202
C14 4.33978 -0.37951 -1.63795
C15 1.70235 2.88761 -0.53852
C16 -3.54974 3.41786 2.13503
P1 -0.58302 -3.44980 1.19041
O5 4.29097 -0.08808 1.57579
Te1 -0.50220 -1.25880 2.38937
O6 0.71914 -4.05528 0.82449
N2 2.06532 0.81999 0.62143
C17 2.55371 2.05075 0.25746
C18 3.58558 -1.09593 -0.69230
O7 -0.12439 2.28286 2.17369
H13 4.45977 2.04612 1.14627
H14 -1.45307 -7.62978 1.39900
H15 -3.46005 -3.67200 0.60546
H16 3.78049 5.60939 -1.03926
O8 -1.84769 0.15211 -1.14688
C19 -0.00625 4.26833 -2.22301
H17 5.46162 -0.43517 -3.46791
O9 2.22347 -1.46858 1.52651
C20 -3.34447 1.64760 0.05612
O10 -5.80103 3.93766 1.34634
C21 -0.35559 3.04680 -1.57617
H18 2.89442 -3.08522 -0.14952
C22 -3.51967 -2.56860 -1.26083
C23 -4.53317 2.27718 0.19948
S1 3.03090 -0.43769 0.93161
H19 5.09690 -2.85238 -3.78160
H20 -2.82195 -1.97952 -1.83288
C24 -1.71864 -6.58707 1.24425
H21 5.19010 4.22516 0.40028
H22 1.34026 5.82262 -2.34950
C25 3.37517 4.70470 -0.66039
C26 -1.12287 2.93220 2.65996
H23 -1.22639 -6.30218 0.27762
H24 -5.64530 4.58995 2.08375
N3 0.40413 2.38998 -0.77067

Values from the calculation:
Total charge: -1
⟨S²⟩: 6.015
2S+1: 5
Gap between HOMO and LUMO (alpha / beta): 6.7 / 6.1 eV
LUMO energy (alpha / beta): 2.36 / 0.74 eV
HOMO level (alpha / beta): -4.349 / -5.328 eV

[6]
Density functional theory data (wB97M-V/def2-TZVPD) for an isolated molecule of C26H24N2O5S at a distorted geometry.

Atoms and positions in Å:
C1 5.74966 0.54232 1.81687
C2 4.25252 -1.50493 -0.89590
H1 2.90569 -2.62690 -2.13137
O1 1.95978 0.62396 -2.07073
H2 6.69503 0.98903 2.08744
C3 -1.71650 1.47393 -0.40393
H3 -3.46915 1.15204 -1.56263
H4 6.48099 -0.30054 0.00236
H5 1.46919 3.10792 -2.61489
C4 0.16812 -0.75656 -2.94497
H6 -4.46653 1.79343 0.95168
H7 0.86321 -1.51521 -3.30413
H8 4.75910 1.26920 3.58138
H9 -3.01442 2.85014 -1.38477
C5 0.47106 2.83411 -0.74067
C6 -5.82731 -1.29886 0.80591
C7 -3.37726 -0.02565 0.65541
H10 2.58614 0.26607 2.99827
H11 -6.78382 -1.79606 0.86472
N1 -0.44058 -1.27301 -1.73985
H12 -0.83898 -0.56798 -1.13782
S1 0.35751 -2.47509 -0.88791
H13 -2.53687 -1.98014 0.38653
O2 -0.46430 -2.67881 0.27466
H14 -1.14725 -1.41225 2.41766
C8 -3.44085 -1.40868 0.53717
H15 -2.10842 1.80609 -2.47796
C9 -0.11902 1.34498 1.19047
C10 2.04435 -1.14397 0.77230
H16 0.79815 1.52114 1.71354
C11 4.40019 -0.75430 0.29099
C12 -0.44886 1.93696 -0.06366
H17 1.17675 -1.03412 1.40204
C13 4.64552 0.70313 2.66875
H18 -0.60472 -0.56797 -3.69639
H19 -0.56176 -0.12065 3.48088
H20 5.11300 -1.64311 -1.53371
O3 0.54538 -3.55707 -1.80540
C14 -4.53379 0.72004 0.85126
C15 0.46352 2.83661 -2.27951
C16 3.43842 0.15045 2.34472
C17 -4.67140 -2.03788 0.61476
H21 -0.26003 3.56444 -2.65213
C18 3.04319 -2.03976 -1.23759
C19 1.94483 -1.83406 -0.39680
C20 -5.75764 0.07941 0.92432
C21 0.87974 0.54220 -2.59012
H22 -4.72372 -3.11178 0.52271
H23 -6.65641 0.65785 1.07752
O4 0.07655 1.58053 -2.83067
N2 -2.12412 0.63202 0.58891
C22 -2.62692 1.83971 -1.52454
C23 5.63172 -0.17296 0.65787
C24 3.28126 -0.58220 1.14996
H24 -2.29465 -0.29085 3.15491
C25 -1.29808 -0.37535 2.72310
C26 -1.14755 0.52851 1.55321
O5 1.26034 3.54048 -0.15421

Values from the calculation:
Total charge: 0
Gap between HOMO and LUMO: 8.6 eV
LUMO energy: 0.26 eV
HOMO level: -8.367 eV
Structure (SMILES): Cc1cc(C(=O)COC(=O)CNS(=O)(=O)c2ccc3ccccc3c2)c(C)n1-c1ccccc1